w) The following is a DFT calculation (wB97M-V/def2-TZVPD) of a single C2H5NO3S molecule.

Last columns: bonded neighbours and bond lengths (Å).
Positions of all 12 atoms, in Å:
1 C 0.786 1.705 -0.039  N3 1.269, O6 1.385, H8 1.129
2 C -0.357 -1.058 -0.781  S7 1.835, H9 1.085, H10 1.100, H11 1.104
3 N 0.759 0.872 0.918  C1 1.269, H12 0.982
4 O -1.188 0.382 -2.882  S7 1.410
5 O -2.182 1.032 -0.748  S7 1.420
6 O 0.247 1.457 -1.290  C1 1.385, S7 1.684
7 S -1.103 0.467 -1.477  C2 1.835, O4 1.410, O5 1.420, O6 1.684
8 H 1.447 2.618 -0.106  C1 1.129
9 H 0.611 -1.084 -1.270  C2 1.085
10 H -0.270 -0.811 0.287  C2 1.100
11 H -0.916 -1.954 -1.104  C2 1.104
12 H 1.017 1.300 1.762  N3 0.982

Summary:
LUMO level, eV: 0.8
HOMO level, eV: -10.95
Gap between HOMO and LUMO, eV: 11.74


x) The following is a DFT calculation (wB97M-V/def2-TZVPD) of a single C2H5NO3S molecule.

Last columns: bonded neighbours and bond lengths (Å).
Positions of all 12 atoms, in Å:
1 C 0.366 -0.089 -0.562  C2 1.884, N3 1.438, O4 1.347, O5 1.452
2 C -0.771 0.992 0.480  C1 1.884, O6 1.171, S7 1.706
3 N -0.484 -1.228 -0.342  C1 1.438, H8 1.050, H9 1.098
4 O 1.458 -0.080 0.226  C1 1.347, H11 0.910
5 O 0.793 -0.325 -1.930  C1 1.452, H10 0.957
6 O -1.913 1.088 0.242  C2 1.171
7 S 0.220 1.568 1.744  C2 1.706, H12 1.354
8 H -1.218 -1.143 0.403  N3 1.050
9 H 0.083 -2.167 -0.378  N3 1.098
10 H 0.067 -0.882 -2.206  O5 0.957
11 H 2.223 0.238 -0.151  O4 0.910
12 H -0.824 2.029 2.473  S7 1.354

Summary:
LUMO level, eV: 0.6
HOMO level, eV: -9.01
Gap between HOMO and LUMO, eV: 9.63


The structure with the least stability is x).